Record 1
A cluster of 2 separate species, C4H8NO in total at a distorted geometry, computed with ωB97M-V/def2-TZVPD.

```
14
Properties=species:S:1:pos:R:3:forces:R:3:mulliken_charge:R:1
O 1.0706 -1.1424 0.2246 -0.753 -1.472 0.109 -0.34
N -1.1148 -1.0642 -1.1461 3.314 -0.504 -0.824 -0.23
C 0.1108 -0.4379 -0.4047 -1.004 4.261 2.639 0.33
C 1.5152 -0.3561 -0.8737 -0.042 -1.191 -1.938 -0.50
C -0.1179 1.2983 2.0594 0.741 -1.472 1.089 -0.50
C -0.6421 1.1171 0.8905 1.568 -2.062 -2.484 -0.23
H -0.4575 2.0825 2.7192 -0.007 0.354 -0.169 0.28
H -0.7405 -1.6743 -1.9167 -0.619 0.580 0.582 0.40
H -1.1146 1.9564 0.4708 -1.232 0.315 -1.440 0.34
H 0.5911 0.6041 2.4819 0.175 -0.197 0.197 0.27
H -1.6231 -0.2835 -1.5340 -0.418 0.246 -0.172 0.38
H 1.9926 -0.8552 -1.7587 -1.336 -0.380 0.657 0.22
H -1.6854 -1.6339 -0.5536 -0.557 -0.295 0.794 0.35
H 2.2157 0.3890 -0.6588 0.170 1.816 0.962 0.24
```
Forces are in eV/Å.

As for the multiplicity: 1. As for the maximum force: 5.1 eV Å⁻¹. The calculation puts the lowest unoccupied orbital energy at -3.75 eV. The frontier orbital gap is 10.5003 eV. Its net charge is +1.

=====

Record 2
A cluster of 2 separate species, C4H8NO in total at a distorted geometry, computed with ωB97M-V/def2-TZVPD.

```
14
Properties=species:S:1:pos:R:3:forces:R:3:mulliken_charge:R:1
O -0.3070 -1.6577 -1.3316 -2.423 1.202 -0.064 -0.31
N -1.0077 -0.9212 0.6445 1.020 -0.169 -0.976 -0.37
C -0.6797 1.9842 0.0911 -1.198 3.019 -0.240 -0.82
C 1.3451 0.3734 0.0551 1.705 -0.943 1.488 -0.62
C 0.0171 -1.3969 -0.1353 -1.899 -1.468 5.331 -0.11
C 0.3360 1.2012 0.0698 0.130 0.850 0.077 0.59
H 0.7968 -2.0006 0.4063 -0.581 0.695 -0.975 0.51
H -0.9035 -0.8507 1.7224 -0.299 0.233 -2.892 0.33
H -0.6337 3.0632 0.4730 0.603 -1.684 -0.005 0.25
H 2.0853 0.5004 -0.7241 0.179 -0.156 -0.032 0.37
H -1.4461 -0.1786 0.0114 -0.361 -1.430 2.321 0.25
H 1.6445 -0.3047 0.9652 -0.499 1.881 -1.756 0.29
H 0.4312 -1.7993 -1.8439 2.786 -0.964 -2.396 0.35
H -1.6783 1.9874 -0.4039 0.837 -1.067 0.120 0.30
```
Forces are in eV/Å.

As for the multiplicity: 1. As for the maximum force: 5.8 eV Å⁻¹. The calculation puts the lowest unoccupied orbital energy at -5.05 eV. The frontier orbital gap is 9.4904 eV. Its net charge is +1.

=====

Record 3
The ion C4H8NO with charge +1 at a distorted geometry, computed with ωB97M-V/def2-TZVPD.

```
14
Properties=species:S:1:pos:R:3:forces:R:3:mulliken_charge:R:1
O 1.9649 0.2742 0.0705 2.994 1.644 -0.436 -0.15
N -1.6910 -0.5434 -0.1137 5.877 -2.526 0.307 -0.15
C -0.2356 -0.2836 -0.0215 -1.896 1.111 0.805 0.04
C 3.2250 0.2717 -0.1269 0.816 3.859 1.341 -0.04
C 1.1821 -0.7776 0.1711 -6.547 0.604 -1.019 -0.25
C -2.6746 0.4481 0.0535 -1.088 1.469 -3.563 -0.75
H -3.0929 0.7739 -0.9934 1.174 -0.020 1.626 0.28
H -2.0920 -1.4590 -0.1984 0.723 -0.669 -0.035 0.26
H 1.6727 -1.6777 0.3787 -0.050 -1.518 -0.074 0.42
H 3.8354 1.2484 0.0674 -2.073 -1.308 -0.564 0.24
H -3.6040 0.1327 0.4689 -0.128 -0.688 1.204 0.33
H 3.9414 -0.4749 -0.3145 -0.301 -2.191 -0.278 0.30
H -2.1800 1.2114 0.5688 -0.206 1.733 0.772 0.27
H -0.2514 0.8558 -0.0105 0.706 -1.501 -0.087 0.20
```
Forces are in eV/Å.

As for the multiplicity: 1. As for the maximum force: 6.7 eV Å⁻¹. The calculation puts the lowest unoccupied orbital energy (alpha / beta) at -5.57 / -5.88 eV. The frontier orbital gap (alpha / beta) is 7.3384 / 6.9697 eV. Its net charge is +1.

=====

Record 4
A cluster of 2 separate species, C4H8NO in total at a distorted geometry, computed with ωB97M-V/def2-TZVPD.

```
14
Properties=species:S:1:pos:R:3:forces:R:3:mulliken_charge:R:1
O -2.5710 -0.3996 0.0083 -0.831 1.452 -0.449 -0.44
N -0.2701 -1.3514 -0.0870 -1.703 -3.044 1.104 -0.39
C 1.1333 0.6840 0.7521 -0.854 0.083 -0.005 -0.50
C 1.2812 0.6233 -0.7607 -2.017 -1.160 2.917 -0.72
C -1.9956 0.6355 -0.0927 3.793 -2.138 0.738 0.29
C 0.0249 0.0134 -0.0558 -0.580 3.593 -0.457 0.15
H 0.3473 -1.8851 -0.6990 -0.527 -0.035 -0.539 0.33
H 1.9952 -0.0526 -1.1254 0.834 -0.978 -0.444 0.28
H 0.8314 1.5688 1.2888 -0.307 0.740 -0.699 0.24
H -2.2579 1.7118 -0.0313 -0.221 -0.656 -0.176 0.37
H 1.2232 1.5119 -1.2670 -0.453 1.900 -1.341 0.25
H -0.1321 -1.8056 0.8329 0.008 0.369 -0.222 0.36
H -1.4696 -1.5440 -0.2098 2.832 1.202 -0.102 0.46
H 1.8598 0.2897 1.4464 0.027 -1.330 -0.325 0.32
```
Forces are in eV/Å.

As for the multiplicity: 1. As for the maximum force: 4.4 eV Å⁻¹. The calculation puts the lowest unoccupied orbital energy at -4.22 eV. The frontier orbital gap is 10.2226 eV. Its net charge is +1.

=====

Record 5
A cluster of 2 separate species, C4H8NO in total at a distorted geometry, computed with ωB97M-V/def2-TZVPD.

```
14
Properties=species:S:1:pos:R:3:forces:R:3:mulliken_spin:R:1
O -2.6173 0.0886 3.3946 0.321 -0.095 -0.213 0.00
N 0.2601 -1.3002 0.8305 -0.208 2.524 0.891 0.03
C -1.8113 -0.2638 2.7018 -0.494 0.159 0.278 0.03
C 0.0780 0.1714 -1.0985 -3.592 2.705 -8.622 0.96
C 0.6326 -0.0763 0.0559 4.424 -2.486 10.055 0.73
C 0.5696 1.3179 -1.9428 -0.535 -2.344 2.053 0.04
H 1.4199 0.5045 0.4823 0.259 0.073 0.470 0.02
H -0.2037 2.0384 -2.0096 -0.954 0.982 -0.371 0.06
H -0.6649 -1.0512 1.3666 1.058 -0.788 -0.873 0.01
H 1.3574 1.7801 -1.3074 0.375 -0.265 -1.767 -0.01
H 0.1839 -2.1024 0.2237 -0.230 -0.779 -0.244 0.02
H -0.7281 -0.4049 -1.4054 -1.588 -0.734 -0.724 0.03
H 0.5807 0.7397 -2.8827 1.344 1.305 -0.435 0.06
H 0.9430 -1.4417 1.5911 -0.181 -0.256 -0.496 0.01
```
Forces are in eV/Å.

As for the multiplicity: 3. As for the maximum force: 11.3 eV Å⁻¹. The calculation puts the lowest unoccupied orbital energy (alpha / beta) at -3.35 / -7.16 eV. The frontier orbital gap (alpha / beta) is 6.6783 / 9.4621 eV. Its net charge is +1.

=====

Record 6
A structure of composition C4H8NO2 at a distorted geometry, computed with ωB97M-V/def2-TZVPD.

```
15
Properties=species:S:1:pos:R:3:forces:R:3:mulliken_charge:R:1
O -2.9158 0.5735 1.2568 0.268 -2.280 -3.124 -0.45
O 3.0867 0.1577 0.5272 -0.623 -0.005 -1.086 -0.88
N -2.4144 -0.1989 -1.1234 -4.094 1.187 6.921 -0.46
C -2.7613 0.0708 0.1576 3.834 1.640 -0.660 0.62
C 0.3840 -1.0817 -0.2796 2.583 -0.996 0.731 -1.06
C 2.0273 0.8560 0.0811 -0.857 -0.806 -0.199 -0.66
C 0.6487 0.2171 0.5688 0.801 -1.642 -0.043 -0.23
H 0.7429 -0.0654 1.6536 -0.393 0.618 -0.860 0.32
H 1.6953 0.9467 -1.0908 1.234 -0.302 1.024 0.12
H -0.2408 0.7550 0.2762 -0.196 1.243 0.707 0.16
H 1.2194 -1.1615 -0.9851 0.179 0.027 0.060 0.37
H 0.4352 -2.1006 0.2208 -0.586 1.301 -0.212 0.23
H -3.6091 0.0889 -0.7042 -0.354 -0.464 -3.134 0.26
H -0.4430 -0.9617 -0.9234 -1.197 -0.282 -0.383 0.34
H 2.1448 1.9041 0.3643 -0.600 0.760 0.256 0.32
```
Forces are in eV/Å.

As for the multiplicity: 1. As for the maximum force: 8.1 eV Å⁻¹. The calculation puts the lowest unoccupied orbital energy at 2.37 eV. The frontier orbital gap is 4.6132 eV. Its net charge is -1.

=====

Number 1: electronic energy -7803.293 eV. Number 2: electronic energy -7804.299 eV. Number 3: electronic energy -7803.237 eV. Number 4: electronic energy -7804.451 eV. Number 5: electronic energy -7802.244 eV. Number 6: electronic energy -9858.429 eV.